1.
Below is C19H16F6O2S3 in the gas phase, with properties calculated with wB97M-V/def2-TZVPD.

As for the orbital gap: 8.48 eV. Its SMILES is O=S(=O)([C@H](c1ccc(C(F)(F)F)cc1)C1(c2ccccc2)SCCCS1)C(F)(F)F. For the calculated total energy, the calculation gives -72866.3692 eV. As for the max |F|: 3.79 eV Å⁻¹. Its charge is 0.

Cartesian coordinates (Å):
1 O -2.2676 0.3035 -2.2793
2 S -1.0777 -0.5414 -2.3505
3 O -1.2320 -1.9581 -2.6283
4 C 0.0130 -0.3590 -0.9270
5 C 0.0637 -1.6037 -0.1000
6 C -1.1074 -2.3313 0.2336
7 C -1.0641 -3.3261 1.1896
8 C 0.1250 -3.7236 1.7308
9 C 0.1275 -4.6842 2.8988
10 F 1.3068 -5.3780 2.9643
11 F -0.0265 -4.0319 4.1009
12 F -0.8980 -5.5945 2.8288
13 C 1.3314 -3.1708 1.2830
14 C 1.2994 -2.1304 0.3502
15 C -0.1989 1.3735 -0.2389
16 C 1.1639 2.1157 -0.3640
17 C 1.4168 3.0836 -1.3629
18 C 2.7545 3.5224 -1.5766
19 C 3.7759 3.1184 -0.7227
20 C 3.4906 2.2982 0.3510
21 C 2.1763 1.8148 0.5707
22 S -0.3016 0.8623 1.5347
23 C -2.1027 0.7392 1.8833
24 C -2.9800 1.9021 1.4590
25 C -2.9426 2.0366 -0.0604
26 S -1.3599 2.5532 -0.7403
27 C -0.0577 0.0808 -3.7649
28 F -0.8283 0.2903 -4.8493
29 F 0.9379 -0.7770 -4.0945
30 F 0.5175 1.2637 -3.4252
31 H 1.0312 -0.0362 -1.3416
32 H -2.0541 -2.1228 -0.2320
33 H -2.0195 -3.7794 1.5163
34 H 2.2744 -3.5258 1.6805
35 H 2.2084 -1.6904 -0.0388
36 H 0.6261 3.5329 -1.9604
37 H 2.9505 4.2004 -2.4129
38 H 4.7891 3.4797 -0.8803
39 H 4.2684 2.0034 1.0703
40 H 1.9753 1.2310 1.4529
41 H -2.5070 -0.2122 1.4949
42 H -2.0786 0.7068 2.9912
43 H -4.0137 1.7021 1.7807
44 H -2.6550 2.8416 1.9283
45 H -3.2098 1.0880 -0.5623
46 H -3.6409 2.8327 -0.3805


2.
Below is C19H16F9N3O12PdS2 as an isolated structure, with properties calculated with wB97M-V/def2-TZVPD.

As for the orbital gap: 8.01 eV. As for the energy relative to the best compared isomer or geometry (same formula, charge and spin): 0.0 kJ/mol. For the calculated total energy, the calculation gives -98616.7391 eV. As for the max |F|: 0.29 eV Å⁻¹. Its charge is -2.

Cartesian coordinates (Å):
1 Pd -0.3805 -0.7385 -1.2125
2 F -4.8994 -2.2673 -2.3871
3 C -4.2308 -3.2683 -1.8030
4 F -4.7705 -4.4213 -2.2300
5 F -4.4116 -3.1865 -0.4898
6 S -2.4436 -3.1904 -2.2444
7 O -2.0934 -1.8883 -1.7102
8 O -2.4306 -3.3515 -3.6645
9 N -1.8953 -4.4340 -1.5035
10 S -0.9143 -4.5397 -0.2701
11 O -0.9076 -3.4149 0.6103
12 O 0.3164 -5.1830 -0.6162
13 C -1.8366 -5.8539 0.6435
14 F -1.1824 -6.1534 1.7759
15 F -1.9460 -6.9817 -0.0713
16 F -3.0685 -5.4587 0.9754
17 F 3.3103 -3.1149 -3.5752
18 C 2.4485 -3.6665 -2.6808
19 F 1.5167 -4.3067 -3.3894
20 F 3.1474 -4.5909 -2.0020
21 C 1.9021 -2.5516 -1.7408
22 O 2.6996 -2.0801 -0.9528
23 O 0.6866 -2.2713 -1.9801
24 O -3.0647 3.1760 -1.0578
25 C -2.7869 3.3193 0.2708
26 C -2.8981 4.5594 0.8927
27 C -2.6175 4.6950 2.2448
28 C -2.2430 3.5853 2.9861
29 C -2.1532 2.3484 2.3594
30 C -2.4073 2.1955 1.0037
31 C -2.1799 0.8146 0.4075
32 O -2.6210 -0.1579 0.9907
33 O -1.4565 0.8633 -0.6558
34 H -3.2695 4.0422 -1.4215
35 H -3.1996 5.4233 0.3069
36 H -2.6941 5.6698 2.7124
37 H -2.0176 3.6801 4.0409
38 H -1.8609 1.4630 2.9095
39 C 4.1055 -0.0624 1.5138
40 C 3.3405 1.1669 1.9924
41 C 2.4601 1.7902 0.8973
42 C 1.7300 3.0333 1.4439
43 C 0.8149 3.6996 0.4214
44 C 3.3549 2.2255 -0.2413
45 O 4.2817 3.0067 -0.0895
46 N 3.0701 1.6905 -1.4542
47 C 1.9867 0.8499 -1.7961
48 O 1.8454 0.5739 -2.9699
49 N 1.1810 0.4303 -0.7897
50 C 1.3741 0.7748 0.5141
51 O 0.6767 0.3373 1.4107
52 H 4.6601 -0.5155 2.3382
53 H 4.8260 0.1996 0.7351
54 H 3.4361 -0.8183 1.0995
55 H 4.0308 1.9389 2.3421
56 H 2.6736 0.8998 2.8132
57 H 2.4884 3.7358 1.7988
58 H 1.1424 2.6961 2.2999
59 H 1.3883 4.1097 -0.4145
60 H 0.2561 4.5174 0.8813
61 H 0.0875 2.9900 0.0197
62 H 3.6422 1.9660 -2.2378


3.
Below is C19H16I2IrO3PS as an isolated structure, with properties calculated with wB97M-V/def2-TZVPD.

As for the orbital gap: 5.97 eV. For the calculated total energy, the calculation gives -65250.9829 eV. As for the max |F|: 3.79 eV Å⁻¹. Its charge is +2.

Cartesian coordinates (Å):
1 Ir 0.0537 -0.3807 0.3271
2 O -2.4759 -0.2053 -1.3826
3 S -1.9724 1.1708 -1.5235
4 O -2.0660 1.7743 -2.7929
5 O -0.6486 1.3106 -0.8567
6 C -3.1181 2.0024 -0.3652
7 C -4.1142 2.7838 -0.9064
8 C -5.1177 3.2440 -0.0582
9 C -5.0947 2.9190 1.2865
10 C -4.0886 2.1289 1.8149
11 C -3.0756 1.6556 0.9702
12 P -1.7389 0.6404 1.7025
13 C -2.5716 -0.6456 2.6621
14 C -2.0964 -1.0536 3.9073
15 C -2.6321 -2.1889 4.4961
16 C -3.6140 -2.9288 3.8461
17 C -4.0660 -2.5376 2.5941
18 C -3.5500 -1.4012 1.9967
19 C -0.7772 1.7622 2.7618
20 C -1.2717 2.2646 3.9625
21 C -0.4652 3.0731 4.7473
22 C 0.8251 3.3832 4.3382
23 C 1.3205 2.8869 3.1394
24 C 0.5214 2.0809 2.3497
25 H -4.1024 3.0098 -1.9630
26 H -5.9238 3.8332 -0.4723
27 H -5.8743 3.2881 1.9391
28 H -4.1027 1.8665 2.8628
29 H -1.3108 -0.4990 4.3990
30 H -2.2627 -2.5124 5.4568
31 H -4.0224 -3.8140 4.3116
32 H -4.8173 -3.1190 2.0843
33 H -3.8979 -1.0905 1.0206
34 H -2.2732 2.0250 4.2880
35 H -0.8435 3.4584 5.6815
36 H 1.4499 4.0101 4.9552
37 H 2.3252 3.1260 2.8268
38 H 0.8923 1.7030 1.3899
39 I 1.5829 -2.5349 0.9593
40 C -0.0367 -3.7678 0.1815
41 I -1.4299 -2.3470 -0.7947
42 H -0.5076 -4.2589 1.0311
43 H 0.3716 -4.5005 -0.5129


4.
Below is C19H16IN4O9PS2 as an isolated structure, with properties calculated with wB97M-V/def2-TZVPD.

As for the orbital gap: 8.02 eV. For the calculated total energy, the calculation gives -83406.8529 eV. As for the max |F|: 0.60 eV Å⁻¹. Its charge is 0.

Cartesian coordinates (Å):
1 C -3.5305 0.1825 -4.1031
2 S -1.8150 -0.2077 -4.2530
3 O -1.3773 0.1862 -5.5594
4 O -1.5980 -1.5546 -3.7935
5 C -1.0834 0.8519 -3.0413
6 C -0.7655 0.3318 -1.8401
7 C -0.1452 1.0957 -0.7852
8 P 0.2307 0.1659 0.7205
9 O 0.3351 0.9663 1.9428
10 O 1.4851 -0.7390 0.3529
11 O -0.8738 -0.9841 0.7372
12 C 0.1579 2.4098 -0.9946
13 I 1.1215 3.6289 0.3788
14 C -0.1833 2.9908 -2.2464
15 N 0.0227 4.2642 -2.5983
16 S -0.5535 4.4282 -4.0714
17 N -1.0754 2.9522 -4.3742
18 C -0.8123 2.2252 -3.2863
19 H -4.0226 -0.1602 -5.0100
20 H -3.9288 -0.2984 -3.2126
21 H -3.6132 1.2647 -4.0062
22 H -0.9610 -0.7209 -1.6833
23 H 2.2971 -0.2144 0.4040
24 H -1.6720 -0.6386 1.1632
25 C 1.2707 2.7158 5.7787
26 C 1.7374 2.7389 4.4706
27 C 2.5440 3.7835 4.0474
28 C 2.8595 4.7891 4.9407
29 C 2.4061 4.7852 6.2461
30 C 1.6044 3.7343 6.6625
31 N 3.7125 5.9009 4.4839
32 O 4.0748 5.8921 3.3240
33 O 4.0066 6.7560 5.2932
34 H 0.6412 1.9003 6.1090
35 H 1.4633 1.9547 3.7765
36 H 2.9152 3.8148 3.0351
37 H 2.6720 5.5866 6.9185
38 H 1.2371 3.7137 7.6794
39 C -0.1024 -4.4626 -2.9077
40 C 0.7728 -5.3346 -2.2732
41 C 0.2917 -6.2772 -1.3783
42 C -1.0687 -6.3251 -1.1392
43 C -1.9589 -5.4671 -1.7582
44 C -1.4650 -4.5284 -2.6499
45 N -1.5889 -7.3283 -0.1929
46 O -0.7869 -8.0590 0.3522
47 O -2.7901 -7.3680 -0.0176
48 H 0.2715 -3.7252 -3.6054
49 H 1.8340 -5.2821 -2.4746
50 H 0.9577 -6.9612 -0.8747
51 H -3.0149 -5.5325 -1.5444
52 H -2.1363 -3.8409 -3.1425


5.
Below is C19H16N3O6S4V as an isolated structure, with properties calculated with wB97M-V/def2-TZVPD.

Its spin multiplicity is 4. As for the orbital gap (spin up / spin down): 4.35 / 5.15 eV. For the calculated total energy, the calculation gives -105749.5348 eV. As for the max |F|: 2.66 eV Å⁻¹. Its charge is -1.

Cartesian coordinates (Å):
1 V 0.5428 0.7989 1.3298
2 S 2.1488 0.5288 3.0841
3 S 2.3974 2.3959 3.8516
4 S 0.4514 3.0995 4.0092
5 S -0.2612 2.8561 2.1163
6 O -2.4897 1.2571 -4.7725
7 C -3.2013 1.5294 -3.5731
8 C -2.3041 1.3331 -2.3868
9 C -2.8465 0.9359 -1.1532
10 C -2.0132 0.8087 -0.0685
11 N -0.6912 1.0343 -0.1332
12 C -0.1523 1.4224 -1.3235
13 C -0.9522 1.5740 -2.4633
14 C 1.2552 1.6898 -1.2315
15 C 2.0589 2.0895 -2.3023
16 C 3.3884 2.3823 -2.1043
17 C 4.2764 2.7958 -3.2463
18 O 4.0210 2.0795 -4.4490
19 C 3.8870 2.2704 -0.7882
20 C 3.0655 1.8433 0.2187
21 N 1.7612 1.5222 0.0409
22 H -3.0915 1.3468 -5.5150
23 H -4.0725 0.8726 -3.4742
24 H -3.5637 2.5660 -3.5767
25 H -3.9049 0.7360 -1.0478
26 H -2.3934 0.5218 0.9027
27 H -0.5193 1.8801 -3.4052
28 H 1.6315 2.1669 -3.2942
29 H 5.3247 2.6853 -2.9459
30 H 4.1153 3.8470 -3.4970
31 H 3.9471 1.1461 -4.2257
32 H 4.9208 2.5049 -0.5691
33 H 3.4444 1.7325 1.2245
34 O 0.7450 -1.2317 1.0474
35 C -0.1829 -1.3736 1.8924
36 O -0.7271 -0.3641 2.4011
37 C -0.6393 -2.7436 2.2773
38 C -0.0028 -3.8627 1.7528
39 C -0.4222 -5.1347 2.1142
40 C -1.4759 -5.2958 2.9930
41 C -2.1104 -4.1687 3.5073
42 C -1.6971 -2.8907 3.1601
43 N -3.2238 -4.3430 4.4184
44 O -3.7926 -3.3542 4.8303
45 O -3.5384 -5.4773 4.7340
46 H 0.8200 -3.7152 1.0662
47 H 0.0762 -6.0045 1.7072
48 H -1.8217 -6.2727 3.2958
49 H -2.1880 -2.0206 3.5711